Version i
18
Properties=species:S:1:pos:R:3 method="wB97M-V/def2-TZVPD" molar_mass_g_mol=110.16 smiles="CC1=C(N)[C@]2(C)N[C@@H]12" homo_lumo_gap_ev=7.848
C 2.24 0.13 0.36
C -2.60 0.10 0.21
N 0.69 1.56 -1.07
C -0.16 -0.76 -0.25
C 0.95 0.31 -0.35
C -1.10 0.17 0.03
N -0.08 -2.05 -0.44
C -0.10 1.30 0.10
H 1.40 2.26 -0.87
H 0.77 -2.52 -0.72
H -0.89 -2.66 -0.42
H 0.06 1.83 1.03
H 2.72 -0.80 0.03
H 2.95 0.94 0.15
H 2.10 0.07 1.44
H -3.06 -0.41 -0.65
H -2.84 -0.56 1.05
H -3.05 1.09 0.37

Version ii
18
Properties=species:S:1:pos:R:3 method="wB97M-V/def2-TZVPD" molar_mass_g_mol=110.16 homo_lumo_gap_ev=5.462
C -2.55 0.28 0.26
C -1.71 0.77 -0.94
C -0.18 0.85 -0.79
C 0.27 -0.34 0.12
C 1.44 0.18 0.92
N 2.51 0.29 0.05
C 1.72 -0.81 -0.35
N -0.48 -1.33 0.69
H -2.49 1.04 1.04
H -1.75 -0.65 0.60
H -3.43 -0.27 -0.04
H -2.21 1.70 -1.25
H -1.88 -0.01 -1.68
H 0.25 0.63 -1.78
H 0.27 1.77 -0.46
H 1.22 0.49 1.95
H 2.30 -1.72 -0.25
H -0.12 -1.53 1.62

Version iii
18
Properties=species:S:1:pos:R:3 method="wB97M-V/def2-TZVPD" molar_mass_g_mol=110.16 homo_lumo_gap_ev=9.256
C 0.61 -1.43 1.54
C 0.17 1.80 0.61
C 0.65 -0.80 0.19
C -0.39 0.54 0.03
C 0.56 -0.06 -1.85
C -1.71 0.26 0.01
N 1.22 -1.14 -0.87
N -0.11 -0.49 -2.84
H -0.40 -1.46 -2.75
H 1.18 0.83 -1.86
H 1.57 -1.94 1.72
H 0.44 -0.69 2.32
H -0.20 -2.17 1.57
H 0.53 2.45 -0.19
H -0.58 2.37 1.17
H 1.00 1.63 1.29
H -2.45 0.95 0.41
H -2.08 -0.64 -0.47

According to the calculations, the structures order from most to least stable as version iii, version i, version ii.

Version i
18
Properties=species:S:1:pos:R:3 method="wB97M-V/def2-TZVPD" molar_mass_g_mol=110.16 smiles=c1ccncc1.CN homo_lumo_gap_ev=9.371
C -0.77 1.77 2.09
C 0.52 -1.35 -0.02
C -0.68 -1.59 -0.69
C -0.89 -1.14 -2.09
C 0.23 -0.39 -2.54
C 1.43 -0.07 -1.86
H 0.85 0.50 1.85
H 0.55 1.15 3.42
H -1.13 2.14 3.11
H -0.46 2.53 1.45
H -1.56 1.21 1.49
H 0.86 -1.76 0.95
H -1.68 -2.00 -0.33
H -1.89 -1.45 -2.63
H 0.57 -0.29 -3.82
H 2.22 0.59 -2.39
N 0.17 0.78 2.61
N 1.66 -0.64 -0.58

Version ii
18
Properties=species:S:1:pos:R:3 method="wB97M-V/def2-TZVPD" molar_mass_g_mol=110.16 smiles="C[C@@H]1N=CC=N[C@H]1C" homo_lumo_gap_ev=9.605
C 0.51 0.55 -0.55
C -0.52 -0.54 -0.56
C -1.93 -0.05 -0.87
C 1.92 0.07 -0.88
C 0.31 0.69 1.87
C -0.29 -0.73 1.86
N 0.63 1.30 0.83
N -0.63 -1.32 0.81
H 0.23 1.37 -1.21
H -0.25 -1.35 -1.24
H 0.40 1.17 2.84
H -0.36 -1.23 2.82
H -2.65 -0.85 -0.71
H 2.19 -0.77 -0.24
H -1.99 0.29 -1.90
H -2.19 0.78 -0.21
H 2.64 0.87 -0.72
H 1.97 -0.24 -1.92

According to the calculations, the structures order from most to least stable as version ii, version i.

Version i
18
Properties=species:S:1:pos:R:3 method="wB97M-V/def2-TZVPD" molar_mass_g_mol=110.16 homo_lumo_gap_ev="6.794 / 8.326"
C -0.63 0.41 0.55
C 0.68 0.69 1.25
C -1.57 1.44 0.05
C -0.28 -0.87 -0.10
C 1.15 -0.20 0.14
N -0.69 -1.14 -1.44
C 2.25 -0.30 -0.61
N -0.54 -1.84 0.87
H 0.00 -0.91 -2.15
H -0.97 -2.11 -1.52
H -1.22 -1.61 1.59
H 0.78 0.32 2.27
H 1.01 1.73 1.18
H -1.09 2.05 -0.73
H -2.46 0.98 -0.40
H -1.85 2.13 0.84
H 3.17 0.19 -0.31
H 2.28 -0.95 -1.47

Version ii
18
Properties=species:S:1:pos:R:3 method="wB97M-V/def2-TZVPD" molar_mass_g_mol=110.16 homo_lumo_gap_ev=8.635
C 2.24 -0.23 -0.65
C 1.01 -1.00 -0.46
C 0.88 -2.27 -0.11
C -0.17 -0.08 -0.27
C -1.85 0.66 0.90
C -0.93 1.79 0.67
H 3.35 -0.49 -0.96
H 2.45 0.76 -0.01
H 2.02 0.38 -1.50
H 2.07 -2.84 0.14
H -0.07 -2.75 0.09
H -2.89 0.61 0.17
H -2.37 0.40 1.92
H -1.56 2.81 0.50
H 0.04 1.88 1.61
H 0.60 1.69 -1.00
N -1.23 -0.56 0.34
N -0.30 1.18 -0.56

According to the calculations, the structures order from most to least stable as version i, version ii.

Version i
18
Properties=species:S:1:pos:R:3 method="wB97M-V/def2-TZVPD" molar_mass_g_mol=110.16 homo_lumo_gap_ev=8.532
C 2.01 -0.74 1.01
C 1.34 0.59 0.74
C -0.32 -0.06 -1.82
N 1.64 1.70 1.26
N 0.83 0.31 -1.90
H 2.44 1.63 1.90
H 1.09 0.66 -0.55
H -0.94 -0.53 -2.58
H 1.32 -1.56 0.78
H 2.32 -0.84 2.05
H 2.87 -0.87 0.35
C -2.69 -0.26 -0.74
C -1.26 0.03 -0.39
C -0.69 0.36 0.70
H -3.01 0.38 -1.56
H -3.35 -0.10 0.11
H -2.79 -1.29 -1.08
H -0.83 0.61 1.73

Version ii
18
Properties=species:S:1:pos:R:3 method="wB97M-V/def2-TZVPD" molar_mass_g_mol=110.16 homo_lumo_gap_ev=9.238
C -0.70 2.29 0.12
C -0.47 0.78 0.86
C 0.12 -1.44 0.33
C 1.39 -0.64 0.00
C 0.04 -1.20 -1.24
C -0.21 0.97 -0.57
H -1.57 2.79 -0.38
H -0.04 3.00 0.76
H 0.40 1.07 1.53
H -0.99 -0.88 2.02
H -0.04 -2.41 0.59
H 1.77 -0.02 0.93
H 2.05 -1.44 -0.37
H -1.00 -0.99 -1.66
H 0.55 -2.13 -1.58
H -1.14 0.74 -1.11
N -0.91 -0.55 0.98
N 0.76 0.06 -1.19

Version iii
18
Properties=species:S:1:pos:R:3 method="wB97M-V/def2-TZVPD" molar_mass_g_mol=110.16 homo_lumo_gap_ev=9.391
C -0.99 0.33 1.50
C -0.64 -0.82 0.51
C 0.28 -1.74 -1.17
C 0.93 -0.79 -0.15
C 1.49 0.65 -0.49
C 2.36 1.56 -0.32
H -1.77 1.36 -0.10
H -0.77 2.62 0.59
H -1.73 0.04 2.29
H -0.04 0.70 2.04
H -0.65 -1.67 1.16
H -2.29 -0.98 -1.27
H -0.08 -3.03 -0.61
H 0.87 -1.88 -2.37
H 1.73 -1.39 0.65
H 3.15 2.20 -0.06
N -1.54 1.60 0.84
N -1.16 -0.61 -1.07

Version iv
18
Properties=species:S:1:pos:R:3 method="wB97M-V/def2-TZVPD" molar_mass_g_mol=110.16 smiles="C#C/C(C)=N/N(C)C" homo_lumo_gap_ev=8.435
C -0.54 -2.49 0.40
C 1.18 -1.03 -0.88
C 0.94 1.59 0.59
N 0.04 -1.19 0.19
C -0.42 1.05 0.20
N -0.82 -0.18 0.31
C -1.41 2.03 -0.05
C -2.16 2.93 -0.33
H 0.20 -3.12 0.88
H -1.40 -2.39 1.07
H 0.76 -0.58 -1.79
H 2.06 -0.48 -0.55
H 1.49 -2.05 -1.11
H -0.86 -2.96 -0.53
H 0.81 2.51 1.16
H 1.55 1.82 -0.29
H 1.47 0.87 1.21
H -2.87 3.68 -0.48

According to the calculations, the structures order from most to least stable as version iv, version i, version ii, version iii.

Version i
83
Properties=species:S:1:pos:R:3 method="wB97M-V/def2-TZVPD" molar_mass_g_mol=470.69 smiles="CCCCCCCC(=O)OCC(COC(=O)CCCCCCC)OC(=O)CCCCCCC" homo_lumo_gap_ev=11.022
C -9.46 -2.41 -1.63
C -8.55 -1.67 -0.67
C -7.12 -2.21 -0.71
C -6.20 -1.46 0.26
C -4.77 -2.00 0.21
C -3.85 -1.26 1.18
H -4.24 -1.36 2.20
H -3.83 -0.20 0.93
C -2.42 -1.81 1.14
C -1.77 -1.63 -0.21
O -1.22 -2.50 -0.83
O -1.89 -0.37 -0.65
C -1.34 -0.07 -1.92
H -2.04 0.63 -2.39
C 0.04 0.58 -1.83
C 1.00 -0.25 -0.95
H 0.75 -0.08 0.11
H 0.92 -1.30 -1.20
O 2.34 0.14 -1.19
C 2.89 1.05 -0.38
O 2.35 1.47 0.61
C 4.24 1.50 -0.89
H 4.04 2.12 -1.76
C 5.14 0.33 -1.28
H 4.64 -0.27 -2.04
H 6.06 0.73 -1.72
C 5.49 -0.55 -0.08
C 6.40 -1.71 -0.47
C 6.76 -2.59 0.72
C 7.67 -3.75 0.33
C 8.03 -4.62 1.53
H 8.54 -4.04 2.29
H 7.13 -5.04 1.97
H 8.68 -5.44 1.23
H 8.59 -3.35 -0.11
H 7.18 -4.36 -0.43
H 7.25 -1.98 1.49
H 5.84 -2.99 1.16
H 7.32 -1.31 -0.91
H 5.91 -2.32 -1.23
H 4.57 -0.95 0.35
H 5.98 0.06 0.68
H 4.70 2.11 -0.11
H 0.48 0.66 -2.83
O -0.12 1.89 -1.30
C 0.72 2.85 -1.70
O 1.57 2.69 -2.54
C 0.45 4.16 -1.00
H 1.30 4.81 -1.22
H -0.44 4.61 -1.45
C 0.26 4.01 0.51
C -1.18 3.66 0.89
C -1.30 3.12 2.31
C -0.83 1.67 2.41
C -0.89 1.11 3.83
C -2.32 0.97 4.37
H -2.31 0.46 5.33
H -2.78 1.94 4.50
H -2.93 0.39 3.68
H -0.42 0.12 3.83
H -0.32 1.75 4.50
H 0.20 1.61 2.06
H -1.44 1.06 1.74
H -0.72 3.75 2.99
H -2.35 3.18 2.62
H -1.80 4.55 0.78
H -1.56 2.90 0.20
H 0.94 3.25 0.87
H 0.53 4.95 0.99
H -1.27 -0.99 -2.51
H -1.81 -1.29 1.87
H -2.41 -2.88 1.38
H -4.38 -1.91 -0.80
H -4.78 -3.07 0.47
H -6.19 -0.40 0.00
H -6.59 -1.56 1.27
H -6.73 -2.11 -1.72
H -7.13 -3.27 -0.45
H -8.54 -0.61 -0.93
H -8.94 -1.76 0.35
H -10.47 -2.02 -1.59
H -9.10 -2.32 -2.65
H -9.50 -3.47 -1.38

Version ii
83
Properties=species:S:1:pos:R:3 method="wB97M-V/def2-TZVPD" molar_mass_g_mol=470.69 smiles="CCCCCCCC(=O)OCC(COC(=O)CCCCCCC)OC(=O)CCCCCCC" homo_lumo_gap_ev=10.973
C -4.27 -1.96 0.59
C -4.37 -0.76 -0.34
C -3.61 0.45 0.21
C -3.65 1.64 -0.74
C -2.75 2.78 -0.24
C -2.84 4.05 -1.08
H -2.24 4.83 -0.60
H -3.87 4.40 -1.12
C -2.32 3.86 -2.51
C -0.89 3.38 -2.49
O 0.02 3.94 -1.94
O -0.76 2.24 -3.19
C 0.52 1.62 -3.19
H 1.29 2.38 -3.02
C 0.60 0.57 -2.07
C -0.50 -0.49 -2.19
H -1.35 -0.20 -1.57
H -0.81 -0.60 -3.23
O -0.02 -1.76 -1.78
C -0.14 -2.09 -0.49
O -0.69 -1.40 0.33
C 0.49 -3.43 -0.21
H -0.27 -4.07 0.25
C 1.67 -3.28 0.76
H 1.28 -2.97 1.73
H 2.15 -4.25 0.87
C 2.70 -2.25 0.30
C 3.31 -2.54 -1.07
C 4.40 -1.52 -1.41
C 4.92 -1.68 -2.84
C 5.99 -0.64 -3.16
H 6.33 -0.75 -4.19
H 5.59 0.36 -3.03
H 6.84 -0.75 -2.50
H 4.08 -1.57 -3.54
H 5.33 -2.68 -2.97
H 4.01 -0.51 -1.28
H 5.24 -1.64 -0.71
H 2.54 -2.49 -1.84
H 3.73 -3.54 -1.08
H 3.50 -2.21 1.04
H 2.24 -1.26 0.28
H 0.81 -3.87 -1.15
H 1.59 0.09 -2.12
O 0.46 1.23 -0.82
C 1.59 1.67 -0.23
O 2.69 1.42 -0.65
C 1.29 2.53 0.97
H 2.24 2.86 1.38
H 0.74 3.40 0.59
C 0.46 1.82 2.05
C 1.18 0.59 2.61
C 0.81 0.30 4.07
C -0.67 -0.01 4.30
C -1.11 -1.34 3.69
C -2.55 -1.66 4.06
H -2.86 -2.61 3.62
H -2.67 -1.73 5.14
H -3.22 -0.89 3.69
H -1.02 -1.30 2.61
H -0.46 -2.14 4.06
H -1.28 0.79 3.90
H -0.84 -0.05 5.38
H 1.41 -0.54 4.42
H 1.08 1.17 4.68
H 0.95 -0.27 2.00
H 2.26 0.75 2.57
H 0.29 2.54 2.85
H -0.50 1.53 1.64
H 0.65 1.15 -4.16
H -2.93 3.14 -3.06
H -2.35 4.82 -3.03
H -1.72 2.43 -0.21
H -3.04 3.02 0.79
H -3.31 1.32 -1.73
H -4.68 2.00 -0.83
H -2.58 0.15 0.40
H -4.05 0.73 1.17
H -3.95 -1.02 -1.32
H -5.42 -0.49 -0.50
H -3.22 -2.20 0.77
H -4.73 -1.74 1.54
H -4.76 -2.83 0.15

According to the calculations, the structures order from most to least stable as version ii, version i.

Version i
22
Properties=species:S:1:pos:R:3 method="wB97M-V/def2-TZVPD" molar_mass_g_mol=135.16 smiles="CCN[C@H](C)C(=O)O.O" homo_lumo_gap_ev=9.332
C 0.89 2.88 -0.93
C 0.88 2.21 0.42
N 0.08 0.95 0.45
C 1.63 -0.75 -0.79
C 0.78 -0.29 0.46
C -0.28 -1.33 0.81
O -0.75 -2.04 -0.31
O -0.47 -1.84 1.87
H 1.50 3.79 -0.99
H -0.13 3.05 -1.27
H 1.17 2.14 -1.70
H 1.93 1.79 0.58
H 0.64 2.95 1.21
H -0.73 1.02 -0.15
H 2.65 -1.02 -0.53
H 1.18 -1.58 -1.32
H 1.74 0.11 -1.48
H 1.56 -0.45 1.22
H -1.38 -2.70 0.00
H -1.97 -0.87 -0.87
H -2.41 0.22 -1.95
O -2.41 -0.02 -1.01

Version ii
22
Properties=species:S:1:pos:R:3 method="wB97M-V/def2-TZVPD" molar_mass_g_mol=135.16 smiles="O=CN1CCCC1.O.O" homo_lumo_gap_ev=9.692
C 0.48 1.48 -0.38
N 0.53 0.36 0.35
C 0.10 0.25 1.81
C -0.14 -1.22 2.08
C 0.19 -2.01 0.77
C 0.78 -1.00 -0.23
O 0.71 1.46 -1.59
H 0.14 2.40 0.15
H 1.00 0.59 2.39
H -0.77 0.90 2.01
H -1.18 -1.51 2.20
H 0.36 -1.89 2.88
H -0.74 -2.56 0.48
H 1.03 -2.84 0.92
H 0.19 -0.94 -1.19
H 1.87 -1.22 -0.37
H -3.42 1.97 0.17
H -3.85 1.00 1.25
O -3.08 1.34 0.78
H 2.01 -0.24 -3.38
H 0.71 0.10 -2.88
O 1.18 -0.71 -3.12

According to the calculations, the structures order from most to least stable as version i, version ii.